DFT (ωB97M-V/def2-TZVPD) results for a molecular structure, C35H25N8O2Ti.

Results
2S+1: 3
Total energy (eV): -75837.8678
Maximum force (eV Å⁻¹): 0.850
Charge: -1
Orbital gap (alpha / beta) (eV): 6.186 / 6.065
E_LUMO (alpha / beta) (eV): 2.579 / 2.006
Expectation value of S²: 2.021

CARTESIAN COORDINATES (ANGSTROEM)
Ti -0.22578 0.72651 -0.27039
O 0.12088 1.44565 3.86372
C 0.10964 1.40078 2.63334
N -0.64819 0.69569 1.78885
C -1.71764 -0.12333 2.18014
C -2.09676 -0.39382 3.49118
C -3.23363 -1.15605 3.74894
C -4.01005 -1.61851 2.70349
C -3.63873 -1.35123 1.38988
C -2.46967 -0.65523 1.09957
N -2.06200 -0.31348 -0.19789
C -2.23445 -1.18402 -1.23442
O -2.32562 -0.82126 -2.40053
C -2.15740 -2.68071 -0.99018
C -3.26784 -3.51478 -1.04847
C -3.08552 -4.87331 -0.86533
C -1.80280 -5.35253 -0.64603
C -0.75814 -4.44183 -0.62996
N -0.92010 -3.13210 -0.79428
C 1.03595 2.34746 1.87319
C 1.66947 3.38387 2.54175
C 2.42224 4.27534 1.79973
C 2.51000 4.11345 0.42299
C 1.82394 3.06783 -0.16816
N 1.09719 2.20960 0.55025
H -1.49785 0.00537 4.29468
H -3.51514 -1.36122 4.77474
H -4.91708 -2.17741 2.90197
H -4.27762 -1.66379 0.57831
H -4.24725 -3.10331 -1.24810
H -3.93231 -5.54827 -0.89528
H -1.61127 -6.40647 -0.49434
H 0.26295 -4.77548 -0.47567
H 1.55337 3.44092 3.61412
H 2.93377 5.09699 2.28612
H 3.08540 4.78823 -0.19516
H 1.83800 2.89979 -1.23886
C 3.88938 -1.16733 2.98210
C 2.56367 -1.58302 2.98308
C 1.77193 -1.41330 1.85851
C 2.27933 -0.80391 0.70481
C 3.61557 -0.38532 0.71659
C 4.40684 -0.57044 1.83963
N 1.42151 -0.55200 -0.36965
C 1.86468 -0.80320 -1.64999
C 2.83617 -1.74459 -2.01325
C 3.19296 -1.91944 -3.34330
C 2.60502 -1.16670 -4.35535
C 1.63981 -0.22408 -4.02833
C 1.27211 -0.05212 -2.70036
N 0.34179 0.88191 -2.25345
N -0.16322 1.75652 -3.10057
C -1.03721 2.57874 -2.45508
C -1.66527 3.61932 -3.17289
C -2.51772 4.46572 -2.51838
C -2.75301 4.29548 -1.14436
C -2.10250 3.26774 -0.50455
N -1.26787 2.42616 -1.12745
H 4.50763 -1.29756 3.86152
H 2.13518 -2.04090 3.86652
H 0.73757 -1.73606 1.85309
H 4.02232 0.09606 -0.16517
H 5.43643 -0.23024 1.82598
H 3.30477 -2.34139 -1.24107
H 3.94058 -2.66347 -3.59471
H 2.89139 -1.31622 -5.38883
H 1.15213 0.38114 -4.78016
H -1.45686 3.71116 -4.22930
H -3.00913 5.26487 -3.06035
H -3.42282 4.93974 -0.59350
H -2.24311 3.07744 0.55432

=====

DFT (ωB97M-V/def2-TZVPD) results for a molecular structure, C22H25ClLaNO5 in a non-equilibrium geometry.

Results
Total energy (eV): -48323.1888
Maximum force (eV Å⁻¹): 2.365
Orbital gap (eV): 8.419
E_LUMO (eV): -0.027

CARTESIAN COORDINATES (ANGSTROEM)
C 2.29253 0.17736 2.74026
C 2.26323 -0.60538 1.55061
C 1.93115 0.25478 0.46613
H 2.50482 -1.66352 1.47577
C 1.75567 1.57565 0.98927
C 1.96719 1.52427 2.39497
H 1.59113 2.47420 0.39505
C -1.50032 -2.31854 3.03538
C -0.23645 -2.68323 2.49013
C -0.30315 -2.52920 1.07272
H 0.62042 -3.07117 3.04125
C -1.62219 -2.08729 0.74029
C -2.35746 -1.94202 1.96449
H 1.95434 -0.00632 -0.59188
H 1.97114 2.37534 3.07459
H 2.63380 -0.16668 3.71455
H -3.40173 -1.62432 2.04449
H 0.49310 -2.73581 0.35277
H -1.79056 -2.37451 4.08357
La -0.35330 0.04784 2.00062
C -2.04517 -1.51973 -0.60633
C -3.56621 -1.57772 -0.79010
C -1.33585 -2.20862 -1.77207
H -3.93469 -2.59124 -0.59087
H -3.82563 -1.32481 -1.82462
H -4.08628 -0.87181 -0.13320
H -1.50256 -3.29395 -1.73225
H -0.25278 -2.02605 -1.77616
H -1.74217 -1.83520 -2.72091
C -1.53979 -0.04633 -0.49946
C -2.16003 1.03751 -1.36549
H -0.43341 -0.03051 -0.62980
H -1.91923 0.33888 0.50121
O -3.21219 1.50456 -0.94435
N -1.40666 1.50283 -2.44194
C -0.23946 2.34711 -2.09347
H -2.00327 1.97872 -3.11409
C 1.04124 1.83244 -2.68828
C 2.20978 2.58369 -2.51512
H 2.13401 3.55975 -2.02752
C 3.43633 2.07936 -2.94897
H 4.34464 2.65895 -2.77559
C 3.49037 0.84001 -3.59944
H 4.44972 0.44632 -3.93581
C 2.31484 0.11491 -3.82662
H 2.34151 -0.84073 -4.35339
C 1.08246 0.61650 -3.37758
H 0.14666 0.07847 -3.55977
H -0.13775 2.41286 -0.99414
H -0.42564 3.37454 -2.44945
O 0.77155 1.76244 5.24949
Cl -0.31761 0.86832 4.97512
O 0.22199 -0.41586 4.38041
O -1.13986 0.56712 6.09343
O -1.17223 1.45583 3.85209

=====

DFT (ωB97M-V/def2-TZVPD) results for 2 unconnected molecules or ions with the total composition C3H10NO2 in a non-equilibrium geometry.

Results
Total energy (eV): -8855.2217
Energy relative to the best compared isomer or geometry (same formula, charge and spin) (eV): 3.572
Maximum force (eV Å⁻¹): 6.423
Charge: -1
Orbital gap (eV): 6.009
E_LUMO (eV): 4.156

CARTESIAN COORDINATES (ANGSTROEM)
C 0.51406 1.31761 0.33978
N 0.12832 0.39721 -0.86797
C -1.06307 -0.25715 -0.27107
C -0.92485 -1.29923 0.74356
O -1.39319 -0.74330 1.96781
H -0.14525 1.16617 1.13177
H 0.31794 2.52375 0.13831
H 1.48292 1.27993 0.64365
H -1.84479 0.01054 1.78301
H -1.42310 -0.61321 -1.28109
H -1.76428 0.55940 -0.02624
H 0.06211 -1.73490 1.16803
H -1.60575 -2.19055 0.53200
H 2.00141 -0.53053 -1.66321
H 2.80156 0.55857 -2.14614
O 2.85598 -0.44432 -2.19222

=====

DFT (ωB97M-V/def2-TZVPD) results for a molecular structure, C2H2N4O2 in a non-equilibrium geometry.

Results
Total energy (eV): -12154.2857
Energy relative to the best compared isomer or geometry (same formula, charge and spin) (eV): 8.462
Maximum force (eV Å⁻¹): 6.863
Orbital gap (eV): 8.249
E_LUMO (eV): -1.009

CARTESIAN COORDINATES (ANGSTROEM)
C -0.48129 -0.29532 -0.49153
C 1.33934 1.23345 0.63594
H -1.55532 -1.89186 0.44857
H 2.25924 1.68094 0.87382
N -1.22168 -1.02535 -1.25539
N -0.16421 1.01178 -0.93685
N 0.59782 1.79865 -0.45142
N 0.98078 0.18953 1.20657
O -1.65013 -2.17286 -0.76700
O -0.10455 -0.52895 0.73729

=====

DFT (ωB97M-V/def2-TZVPD) results for a single C5H14N2 molecule in a non-equilibrium geometry.

Results
Total energy (eV): -8391.7639
Energy relative to the best compared isomer or geometry (same formula, charge and spin) (eV): 0.855
Structure (SMILES): CCCCNCN
Maximum force (eV Å⁻¹): 1.124
Orbital gap (eV): 10.015
E_LUMO (eV): 1.181

CARTESIAN COORDINATES (ANGSTROEM)
C -2.68871 0.13211 -1.52903
C -1.70171 1.18354 -1.01141
C -0.27332 0.65390 -1.06937
C 0.14711 -0.27539 0.07100
N 1.47089 0.05070 0.56787
C 2.13989 -1.00448 1.32959
N 2.55205 -0.60189 2.65905
H -3.68515 0.20414 -1.10092
H -2.29310 -0.85024 -1.29232
H -2.83736 0.18871 -2.61625
H -1.95710 1.30066 0.04774
H -1.79953 2.13007 -1.52838
H -0.09333 0.13472 -2.01961
H 0.44861 1.47582 -1.15974
H 0.05343 -1.32235 -0.25387
H -0.58361 -0.21068 0.89627
H 2.04476 0.35382 -0.20719
H 1.41708 -1.80818 1.43854
H 3.00011 -1.37525 0.77422
H 1.81492 -0.73138 3.34751
H 2.82408 0.37165 2.65630

=====

DFT (ωB97M-V/def2-TZVPD) results for 2 unconnected molecules or ions with the total composition C2H6N2O3 in a non-equilibrium geometry.

Results
Total energy (eV): -11294.4095
Energy relative to the best compared isomer or geometry (same formula, charge and spin) (eV): 0.918
Structure (SMILES): NC(=O)C(=O)O.N
Maximum force (eV Å⁻¹): 2.771
Orbital gap (eV): 10.438
E_LUMO (eV): 0.610

CARTESIAN COORDINATES (ANGSTROEM)
C -1.74957 -0.20606 -0.40372
C -0.85619 0.97612 -0.02301
N 0.53142 -0.80672 0.75960
N -0.07324 1.41247 -1.05159
O -1.68517 -0.67567 -1.51512
O -2.40015 -0.59213 0.64016
O -1.19313 1.61743 0.97980
H 1.02439 -0.46295 -0.06483
H 0.46861 -1.80000 0.74854
H 0.08326 0.75109 -1.80001
H 0.98012 -0.56245 1.62421
H 0.60409 2.22141 -0.85493
H -2.26334 0.18558 1.24471

=====

DFT (ωB97M-V/def2-TZVPD) results for 2 unconnected molecules or ions with the total composition CH5BrSi in a non-equilibrium geometry.

Results
2S+1: 3
Total energy (eV): -79030.8925
Energy relative to the best compared isomer or geometry (same formula, charge and spin) (eV): 3.916
Maximum force (eV Å⁻¹): 3.980
Orbital gap (alpha / beta) (eV): 6.541 / 7.488
E_LUMO (alpha / beta) (eV): 0.530 / -3.444
Expectation value of S²: 2.006

CARTESIAN COORDINATES (ANGSTROEM)
C -0.39084 -0.37836 0.70897
Si 0.24129 0.32080 -0.84412
Br -1.02676 0.67392 2.12632
H -1.15493 -1.01719 0.51518
H 0.89802 -1.05562 1.37234
H 1.15824 -0.60233 -1.57848
H -0.62875 0.45430 -1.93455
H 0.90374 1.60448 -0.36566

=====

DFT (ωB97M-V/def2-TZVPD) results for 2 unconnected molecules or ions with the total composition C6H13ClNO in a non-equilibrium geometry.

Results
Total energy (eV): -22481.8497
Energy relative to the best compared isomer or geometry (same formula, charge and spin) (eV): 2.919
Maximum force (eV Å⁻¹): 3.742
Charge: +1
Orbital gap (eV): 9.805
E_LUMO (eV): -4.079

CARTESIAN COORDINATES (ANGSTROEM)
C -2.71153 -3.08052 -2.60542
C -2.27930 -2.15353 -1.74727
C 3.24252 1.18854 0.98954
C 1.89854 1.43355 0.48287
C 1.07993 0.19426 0.24918
C -0.91639 1.29777 -0.49467
N -0.42480 0.25557 0.30903
O -1.99907 1.76591 0.09264
Cl -1.37005 -2.43183 -0.27407
H -2.75542 -4.10001 -2.54362
H -3.14436 -2.77989 -3.52912
H 3.79846 0.58028 0.34518
H 3.84396 2.07222 1.18513
H 3.10434 0.63627 1.93140
H 1.99580 2.10532 -0.40903
H 1.45045 1.93720 1.28046
H 1.26958 -0.27076 -0.70505
H 1.33708 -0.50520 0.97057
H -2.14812 -1.12116 -1.88273
H -0.92670 0.33225 1.14548
H -0.67759 -0.78845 -0.03505
H -2.58009 2.45580 -0.28892